No. 1
Below is an isolated molecule of C2H3BF2O, with properties calculated with the ωB97M-V functional and the def2-TZVPD basis.

## Properties
Frontier orbital gap   10.2 eV
Maximum force   0.0267 hartree/bohr
LUMO   0.634 eV

Each line ends with the Löwdin charge.
Geometry (Å):
B  1.74  -0.58  -0.21  -0.06
O  0.78  0.22  0.30  0.11
C  -0.53  0.22  0.53  -0.33
F  -0.82  -0.03  1.83  0.09
C  -1.56  0.56  -0.25  -0.04
F  -1.33  0.80  -1.56  0.02
H  1.50  -1.65  -0.63  0.05
H  2.82  -0.18  -0.03  0.04
H  -2.59  0.64  0.02  0.12

---

No. 2
Below is a structure of composition C6H3BaFO8, with properties calculated with the ωB97M-V functional and the def2-TZVPD basis.

## Properties
Frontier orbital gap   5.4 eV
Maximum force   0.0450 hartree/bohr
LUMO   -2.280 eV

Each line ends with the Löwdin charge.
Geometry (Å):
C  -2.08  -2.03  1.17  -0.68
C  -1.68  -0.64  1.68  -0.04
O  -1.26  -0.86  3.02  0.08
C  -1.08  -2.17  3.24  -0.59
O  -1.47  -2.90  2.20  0.14
O  -0.56  -2.61  4.23  0.15
O  -1.76  -2.36  -0.04  -0.37
F  -3.45  -2.21  1.39  0.05
H  -2.53  0.06  1.66  0.14
O  1.04  0.23  -2.54  -0.32
C  1.63  1.32  -2.25  -0.52
C  2.14  1.90  -1.14  -0.03
O  2.99  2.93  -1.57  0.08
C  2.78  3.13  -2.87  -0.58
O  3.10  4.10  -3.50  0.13
O  1.98  2.15  -3.33  0.15
Ba  -0.72  -1.82  -2.33  1.95
H  -0.84  -0.20  1.08  0.14
H  1.79  1.96  -0.12  0.12

---

No. 3
Below is an isolated molecule of C4H10N2O2Si, with properties calculated with the ωB97M-V functional and the def2-TZVPD basis.

## Properties
Frontier orbital gap (alpha / beta)   9.1 / 9.1 eV
Maximum force   0.0930 hartree/bohr
LUMO (alpha / beta)   0.037 / 0.036 eV

Each line ends with the Löwdin charge.
Geometry (Å):
C  0.21  -2.11  1.56  0.08
N  0.81  -1.23  0.78  -0.35
O  2.07  -1.05  0.67  -0.13
Si  -0.01  0.17  0.04  0.66
C  -1.89  -0.05  0.11  -0.14
C  0.78  1.70  0.84  -0.19
C  0.65  -0.06  -1.83  -0.21
N  0.44  1.20  -2.42  -0.12
O  -0.66  1.38  -2.95  -0.06
H  -0.80  -2.20  1.49  0.03
H  0.55  -2.77  2.20  0.04
H  -2.20  -1.01  0.29  -0.02
H  -2.44  0.33  0.93  0.02
H  -2.28  0.43  -0.88  0.08
H  1.92  1.76  0.70  0.06
H  0.60  2.68  0.31  0.03
H  0.47  1.76  1.99  0.08
H  0.09  -0.89  -2.09  0.07
H  1.69  -0.05  -1.73  0.07

---

No. 4
Below is the ion C17H12F3N2O4S with charge -1, with properties calculated with the ωB97M-V functional and the def2-TZVPD basis.

## Properties
Frontier orbital gap   6.3 eV
Maximum force   0.0453 hartree/bohr
Charge   -1
LUMO   3.007 eV

Each line ends with the Löwdin charge.
Geometry (Å):
C  3.45  -2.30  -2.37  -0.07
C  3.10  -1.00  -1.71  -0.29
C  3.30  -0.81  -0.34  -0.03
C  2.78  0.32  0.29  -0.03
C  2.16  1.31  -0.47  -0.24
C  1.56  2.51  0.19  -0.39
N  2.47  3.14  1.27  -0.38
O  2.99  4.24  1.03  0.03
O  2.52  2.51  2.35  -0.04
C  2.01  1.15  -1.84  -0.04
C  2.49  0.01  -2.47  -0.05
H  3.38  -2.20  -3.45  0.07
H  4.46  -2.62  -2.09  0.07
H  2.76  -3.10  -2.07  0.08
H  3.83  -1.55  0.25  0.11
H  2.85  0.45  1.38  0.11
H  1.27  3.29  -0.51  0.11
H  1.47  1.93  -2.38  0.12
H  2.37  -0.11  -3.54  0.11
F  -0.69  4.23  0.20  0.05
C  -1.10  2.93  0.32  -0.77
F  -2.27  2.93  0.98  0.10
F  -1.27  2.42  -0.92  0.08
S  0.17  1.99  1.25  1.14
N  -1.27  0.50  1.02  -0.11
C  -1.25  -0.50  0.07  -0.42
O  -0.46  -0.68  -0.84  0.07
C  -2.46  -1.32  0.41  -0.10
C  -3.02  -0.83  1.57  -0.09
C  -4.16  -1.41  2.14  -0.01
C  -4.72  -2.51  1.48  -0.09
C  -4.12  -3.03  0.31  -0.09
C  -2.97  -2.44  -0.24  -0.02
C  -2.17  0.31  2.05  -0.45
O  -2.23  0.93  3.10  0.05
H  -4.58  -0.99  3.05  0.11
H  -5.62  -2.99  1.87  0.09
H  -4.56  -3.90  -0.18  0.09
H  -2.47  -2.81  -1.13  0.11

---

No. 5
Below is a structure of composition C23H41FP2Pb, with properties calculated with the ωB97M-V functional and the def2-TZVPD basis.

## Properties
Frontier orbital gap (alpha / beta)   4.8 / 4.8 eV
Maximum force   0.0335 hartree/bohr
Charge   +2
LUMO (alpha / beta)   -8.909 / -8.912 eV

Each line ends with the Löwdin charge.
Geometry (Å):
Pb  -1.73  -2.10  0.51  1.22
C  0.74  -2.92  3.03  -0.15
C  0.53  -1.64  3.60  -0.13
C  -1.45  -2.80  3.74  -0.20
C  -0.48  -3.64  3.12  -0.21
C  -0.81  -1.56  4.04  -0.14
C  1.96  -3.39  2.37  0.01
H  2.54  -2.53  2.01  0.08
H  1.74  -4.03  1.51  0.09
H  2.59  -3.96  3.06  0.13
C  -0.76  -4.96  2.51  0.00
H  0.09  -5.29  1.91  0.09
H  -1.65  -4.92  1.86  0.08
H  -0.94  -5.72  3.29  0.13
C  -2.88  -3.10  3.89  0.01
H  -3.07  -3.71  4.79  0.13
H  -3.27  -3.64  3.02  0.09
H  -3.45  -2.17  3.99  0.09
C  -1.48  -0.39  4.60  0.02
H  -1.50  -0.43  5.70  0.13
H  -2.52  -0.30  4.25  0.09
H  -0.96  0.52  4.30  0.08
C  1.52  -0.56  3.68  0.02
H  2.00  -0.57  4.67  0.13
H  1.05  0.42  3.54  0.09
H  2.29  -0.66  2.92  0.09
C  1.32  1.58  -4.44  -0.10
C  2.41  1.71  -3.68  -0.15
C  3.10  2.96  -3.21  -0.17
C  2.21  4.23  -3.09  -0.18
C  0.97  4.06  -2.26  -0.10
C  -0.22  3.58  -2.65  -0.16
C  -0.66  3.16  -4.02  -0.18
C  0.46  2.68  -4.99  -0.18
H  3.94  3.21  -3.88  0.13
H  1.95  4.56  -4.11  0.10
H  3.56  2.75  -2.24  0.11
H  1.07  3.55  -5.26  0.10
H  1.06  0.56  -4.77  0.10
H  2.97  0.79  -3.44  0.10
H  -0.02  2.35  -5.92  0.12
H  -1.41  2.36  -3.91  0.10
H  -1.02  3.58  -1.91  0.09
H  -1.19  3.99  -4.52  0.13
H  2.83  5.04  -2.67  0.12
H  1.04  4.43  -1.23  0.11
P  0.28  -0.90  -0.95  0.65
C  0.36  -2.16  -2.23  -0.27
C  1.93  -0.22  -0.80  -0.23
P  -1.60  0.69  0.31  0.66
C  -0.85  0.49  -1.38  -0.47
C  -0.83  2.17  0.99  -0.24
C  -3.36  1.07  0.21  -0.27
H  -0.53  -2.80  -2.19  0.04
H  1.23  -2.79  -2.00  0.07
H  0.47  -1.74  -3.24  0.06
H  2.17  0.39  -1.69  0.02
H  2.65  -1.04  -0.72  0.07
H  2.03  0.40  0.10  0.05
H  -3.58  1.86  -0.52  0.07
H  -3.67  1.41  1.22  0.06
H  -3.92  0.16  -0.02  0.04
H  -1.61  0.16  -2.11  0.09
H  -0.30  1.38  -1.67  0.02
H  -1.39  2.46  1.90  0.06
H  -0.84  3.00  0.27  0.05
H  0.21  1.96  1.29  0.04
F  -3.35  -3.08  -0.49  -0.64

---

No. 6
Below is the ion C5H4N with charge +1, with properties calculated with the ωB97M-V functional and the def2-TZVPD basis.

## Properties
Frontier orbital gap (alpha / beta)   6.3 / 8.7 eV
Maximum force   0.1327 hartree/bohr
Charge   +1
LUMO (alpha / beta)   -7.771 / -7.013 eV

Each line ends with the Löwdin charge.
Geometry (Å):
C  -0.81  -0.28  1.30  0.23
C  0.29  0.89  0.64  0.20
C  0.91  0.63  -0.67  -0.12
C  0.26  -0.53  -1.25  0.07
N  -0.57  -1.24  -0.72  0.17
C  -1.34  -1.14  0.43  -0.07
H  0.45  1.74  1.34  0.13
H  1.11  1.52  -1.08  0.10
H  1.86  0.13  -0.65  0.17
H  -2.16  -1.73  0.66  0.11

---

No. 7
Below is an isolated molecule of C5H8O, with properties calculated with the ωB97M-V functional and the def2-TZVPD basis.

## Properties
Frontier orbital gap (alpha / beta)   7.3 / 7.3 eV
Maximum force   0.0051 hartree/bohr
LUMO (alpha / beta)   -0.338 / -0.336 eV

Each line ends with the Löwdin charge.
Geometry (Å):
C  0.37  0.82  1.64  -0.08
C  0.73  0.19  0.34  -0.05
C  0.36  -1.13  -0.12  -0.21
C  -0.27  -0.68  -1.42  -0.10
C  -1.25  0.30  -1.36  -0.35
O  -1.42  1.05  -0.37  -0.06
H  -0.44  0.29  2.14  0.09
H  1.28  0.78  2.27  0.10
H  0.10  1.86  1.52  0.09
H  1.48  0.70  -0.25  0.13
H  -0.29  -1.69  0.56  0.13
H  1.25  -1.73  -0.38  0.13
H  0.04  -1.15  -2.35  0.08
H  -1.94  0.38  -2.22  0.12